# 1
DFT (ωB97M-V with the def2-TZVPD basis set) results for C3H2OS2 in the gas phase.

The value obtained for the orbital gap is 9.4024 eV. The value obtained for the energy relative to the best compared isomer or geometry (same formula, charge and spin) is 0.6 kcal/mol. Its LUMO energy is 0.515 eV. For the HOMO energy, the calculation gives -8.887 eV. The calculated total energy comes out at -987.12139 hartree. As for the SMILES: O=c1sccs1.

Last column: natural (NBO) charge in e.
Geometry (Å):
O: -0.83750 1.91876 1.83796  -0.556
S: 0.30806 -0.40515 1.54097  0.353
S: -0.88289 1.14685 -0.68594  0.342
C: -0.53434 1.03736 1.05267  0.162
C: 0.60099 -1.01517 -0.10390  -0.395
C: 0.04731 -0.26133 -1.12582  -0.399
H: 1.12303 -1.92740 -0.33788  0.247
H: 0.17534 -0.49393 -2.17805  0.246

Atoms 1-3, force components in eV/Å:
O 0.149 -1.093 -0.859
S 0.574 -1.014 -0.909
S 0.428 -0.346 -0.030

=====

# 2
DFT (ωB97M-V with the def2-TZVPD basis set) results for 4 unconnected molecules or ions with the total composition C2H13NO3.

The value obtained for the orbital gap (spin up / spin down) is 8.9993 / 3.2205 eV. Its multiplicity is 2. The value obtained for the energy relative to the best compared isomer or geometry (same formula, charge and spin) is 49.9 kcal/mol. Its LUMO energy (spin up / spin down) is -4.004 / -9.783 eV. For the HOMO energy (spin up / spin down), the calculation gives -13.003 / -13.003 eV. The total charge is +1. The calculated total energy comes out at -364.06424 hartree.

Last column: natural (NBO) charge in e.
Geometry (Å):
C: 0.11086 1.70236 2.40324  -0.651
C: -0.97515 2.16385 1.41606  -0.261
N: -0.37708 2.89960 0.23995  -0.242
H: 1.06661 1.58832 1.89696  0.249
H: -0.17019 0.68381 2.64179  0.274
H: 0.25229 2.54007 3.07608  0.247
H: -1.60308 2.93181 1.92669  0.312
H: -1.67515 1.40542 1.05730  0.264
H: 0.25656 3.60671 0.66809  0.397
H: -0.98979 3.66709 -0.10567  0.410
H: 2.54910 -2.25230 2.39067  0.471
H: 2.08279 -3.56390 1.70351  0.483
O: 1.94765 -2.61104 1.74710  -0.954
H: -2.20480 -1.25178 -2.44238  0.484
H: -1.83566 -0.66498 -1.10251  0.454
O: -1.44547 -1.10419 -1.87196  -0.938
H: 0.52475 -1.88662 -2.67728  0.468
H: 0.16990 -3.02255 -3.42868  0.459
O: 0.62363 -2.17384 -3.60221  -0.927

Atoms 1-3, force components in eV/Å:
C -0.481 0.167 -1.970
C 1.435 -0.645 -1.267
N -1.998 3.465 3.822

=====

# 3
DFT (ωB97M-V with the def2-TZVPD basis set) results for a molecular structure, C44H45BrIIrN6O5S.

The value obtained for the orbital gap (spin up / spin down) is 7.3312 / 4.7429 eV. Its multiplicity is 6. The value obtained for the energy relative to the best compared isomer or geometry (same formula, charge and spin) is 0.0 kcal/mol. Its LUMO energy (spin up / spin down) is -7.701 / -10.625 eV. For the HOMO energy (spin up / spin down), the calculation gives -15.032 / -15.368 eV. The total charge is +3. The calculated total energy comes out at -5781.61113 hartree.

Last column: Mulliken charge in e.
Geometry (Å):
Ir: 1.13960 -0.14966 0.95610  2.581
C: 3.39912 -0.94812 -3.29879  -0.629
C: 4.26769 -1.05569 -2.10325  0.747
N: 5.44572 -1.63133 -2.20976  -0.574
C: 6.19339 -1.75195 -1.12125  -0.984
C: 5.83612 -1.32647 0.18052  0.934
C: 6.84108 -1.58561 1.29097  -0.962
O: 7.07335 -0.45769 2.11234  -0.506
C: 4.58851 -0.74150 0.35188  -0.130
C: 4.21564 -0.23537 1.67571  -0.919
N: 3.03983 0.00955 2.13373  -0.014
C: 2.97393 0.40894 3.51350  -0.096
C: 3.88926 -0.07078 4.45120  -0.222
C: 3.82495 0.32867 5.77489  -0.970
C: 2.83545 1.20398 6.19675  -0.701
C: 1.89333 1.66556 5.28989  -0.824
C: 1.96439 1.25571 3.96922  0.558
I: 0.51142 1.95851 2.64384  0.128
C: 3.75800 -0.58351 -0.81942  -0.042
O: 2.60397 -0.08039 -0.78642  -0.575
H: 3.96421 -1.21517 -4.18698  0.460
H: 2.98710 0.05448 -3.38939  0.017
H: 2.54287 -1.62085 -3.18382  0.076
H: 7.16802 -2.20333 -1.27000  0.391
H: 7.76853 -1.95486 0.85237  0.503
H: 6.46103 -2.38835 1.93195  0.287
H: 7.87118 0.00054 1.82804  0.304
H: 5.07774 -0.05019 2.31123  1.572
H: 4.65136 -0.78270 4.16402  0.606
H: 4.54874 -0.05430 6.47962  0.455
H: 2.78509 1.51908 7.22929  0.452
H: 1.11257 2.33958 5.61240  0.455
C: 0.56600 -2.22499 4.07202  -1.238
O: -0.17717 -1.69366 2.96775  0.005
C: -1.52361 -1.55434 3.13007  0.291
C: -2.22909 -2.00780 4.23072  -0.426
C: -3.61902 -1.88141 4.28606  -0.753
Br: -4.53965 -2.53223 5.78256  -0.112
C: -4.30484 -1.29535 3.24586  -0.911
C: -3.59573 -0.78213 2.14394  0.512
C: -2.20409 -0.92986 2.07730  0.277
O: -1.43734 -0.56425 1.00919  1.269
C: -4.38449 -0.12424 1.13120  0.427
N: -5.66518 -0.46725 0.88553  -0.623
C: -6.08618 0.34592 -0.07920  0.333
C: -7.36798 0.40468 -0.70056  -0.748
C: -7.55955 1.37515 -1.64024  -0.635
C: -6.52021 2.27772 -1.98325  -0.492
C: -5.24479 2.23950 -1.40463  -0.686
C: -5.05317 1.26124 -0.46592  0.891
N: -3.97050 0.89721 0.32587  0.210
H: 0.45180 -1.58927 4.95141  0.435
H: 1.60504 -2.22283 3.75334  0.239
H: 0.25227 -3.24561 4.29280  0.488
H: -1.71687 -2.48304 5.05449  0.613
H: -5.37972 -1.19869 3.26930  0.669
H: -1.93266 -0.12006 0.30985  -0.562
H: -8.13763 -0.29580 -0.41013  0.528
H: -8.51181 1.47797 -2.13988  0.446
H: -6.72561 3.03191 -2.73081  0.462
H: -4.48037 2.94718 -1.69330  0.527
H: -3.17990 1.49807 0.50693  -0.088
C: -1.89571 -2.70853 -1.31864  -1.089
C: -0.50994 -3.05305 -1.87444  1.165
C: -0.52184 -2.95136 -3.39866  -1.580
C: -0.11266 -4.46716 -1.45561  -1.725
N: 0.53399 -2.10869 -1.44600  0.751
N: 0.87006 -2.13535 -0.05009  -1.008
H: -2.65075 -3.34565 -1.77546  0.685
H: -2.14997 -1.66870 -1.54725  0.011
H: -1.95118 -2.86370 -0.23866  0.145
H: -1.29337 -3.59489 -3.81737  0.487
H: 0.44014 -3.25209 -3.80992  0.360
H: -0.72655 -1.92865 -3.71681  0.228
H: -0.76873 -5.18921 -1.93862  0.473
H: -0.20835 -4.63292 -0.38045  0.340
H: 0.91047 -4.69092 -1.75770  0.365
H: 0.31261 -1.14636 -1.68036  -0.406
H: 1.75273 -2.63920 0.01375  0.396
H: 0.19492 -2.68677 0.47780  0.239
O: -0.00137 1.13125 -0.57229  -0.482
S: 0.67039 2.24902 -1.38757  0.224
C: 0.39549 1.87642 -3.09722  0.789
C: -0.76967 1.24421 -3.51447  -0.368
C: -0.94571 0.99944 -4.86485  -0.677
C: 0.02557 1.39718 -5.77908  -0.653
C: 1.17971 2.03360 -5.34958  -0.697
C: 1.37650 2.27055 -3.99498  -0.562
C: -0.45883 3.61847 -1.16229  0.886
C: -0.31494 4.75042 -1.95292  -0.858
C: -1.15200 5.83271 -1.73312  -0.773
C: -2.10826 5.78698 -0.72673  -0.662
C: -2.23007 4.65797 0.06956  -0.837
C: -1.40260 3.56356 -0.14844  0.009
H: -1.52218 0.95637 -2.79023  0.434
H: -1.84378 0.50831 -5.21424  0.519
H: -0.12315 1.21124 -6.83351  0.447
H: 1.92941 2.34207 -6.06492  0.468
H: 2.27904 2.75736 -3.64663  0.523
H: 0.43141 4.79215 -2.73533  0.477
H: -1.05212 6.71812 -2.34499  0.451
H: -2.74686 6.64199 -0.55392  0.466
H: -2.95371 4.64095 0.87455  0.533
H: -1.44923 2.68238 0.47910  -0.225

Atoms 1-3, force components in eV/Å:
Ir 0.036 -0.172 0.075
C 0.028 -0.075 -0.023
C -0.031 -0.020 -0.183

=====

# 4
DFT (ωB97M-V with the def2-TZVPD basis set) results for C6H11NO in the gas phase.

The value obtained for the orbital gap is 8.3607 eV. The value obtained for the energy relative to the best compared isomer or geometry (same formula, charge and spin) is 107.9 kcal/mol. Its LUMO energy is 0.702 eV. For the HOMO energy, the calculation gives -7.659 eV. The calculated total energy comes out at -365.05947 hartree.

Last column: natural (NBO) charge in e.
Geometry (Å):
C: -0.71672 0.68334 1.39933  -0.421
C: -0.92535 1.03857 -1.01865  -0.424
C: 2.07761 0.27203 -0.31686  -0.694
N: -0.55524 0.10502 0.05722  -0.395
C: 1.03844 -0.74928 -0.06338  0.112
C: -1.36001 -1.26767 -0.06836  0.552
C: 0.74143 -1.98628 0.06485  -0.462
O: -2.16910 -1.63219 0.74061  -0.591
H: -1.37026 -1.54888 -1.12485  0.138
H: 1.43309 -2.80770 0.18362  0.217
H: -1.75414 0.97758 1.57185  0.212
H: -0.06770 1.55388 1.49279  0.200
H: -0.43155 -0.06097 2.13959  0.239
H: -1.93458 1.44042 -0.88512  0.210
H: -0.21883 1.86806 -1.04497  0.212
H: -0.88346 0.52796 -1.98108  0.217
H: 3.05143 -0.22235 -0.29172  0.247
H: 2.08179 1.06145 0.44067  0.214
H: 1.96316 0.74700 -1.29556  0.217

Atoms 1-3, force components in eV/Å:
C 0.057 -0.089 -0.165
C 0.030 -0.113 0.048
C 0.126 0.129 0.112

=====

M / g/mol: 118.18 99.13 1168.97 113.16